*one*
Entry from the OMol25 dataset: the molecule C4H7ClN2S (ωB97M-V/def2-TZVPD).

Positions of all 15 atoms, in Å:
C  -1.474  -0.887  0.256
C  -0.784  0.268  0.979
C  -0.192  1.287  0.041
C  1.750  -0.183  -0.681
H  -1.859  -1.579  1.042
H  -0.782  -1.435  -0.394
H  -1.482  0.709  1.695
H  0.017  -0.194  1.527
H  1.125  1.626  -1.423
H  2.497  -0.017  -1.438
H  2.377  -1.790  -0.133
N  0.896  0.922  -0.733
N  1.610  -1.165  0.071
S  -0.820  2.813  -0.106
Cl  -2.879  -0.372  -0.703

Values from the calculation:
Total charge: 0
2S+1: 1
LUMO energy: -0.002 Ha
E_HOMO: -8.69 eV



*two*
Entry from the OMol25 dataset: the molecule C4H7ClN2S (ωB97M-V/def2-TZVPD).

Positions of all 15 atoms, in Å:
C  2.296  -1.320  0.482
C  1.201  -0.525  -0.314
C  1.193  -0.392  -1.763
C  -1.459  1.532  1.090
H  3.415  -1.165  0.031
H  1.863  -1.068  1.565
H  2.138  -2.547  0.469
H  2.189  -0.709  -2.237
H  1.025  0.682  -2.036
H  -0.810  0.926  -0.777
H  -2.134  2.447  0.611
N  0.418  0.086  0.565
N  -0.623  0.909  0.144
S  -1.497  1.283  2.787
Cl  -0.098  -1.284  -2.598

Values from the calculation:
Total charge: 0
2S+1: 1
LUMO energy: -0.011 Ha
E_HOMO: -8.47 eV



Most stable one: *one*, least stable one: *two*.



*one*
Entry from the OMol25 dataset: the molecule C24H30N4O4 (ωB97M-V/def2-TZVPD).

Positions of all 62 atoms, in Å:
C  1.579  -5.388  -3.782
H  0.706  -5.936  -4.160
O  1.491  -5.177  -2.397
C  0.367  -4.409  -2.040
C  0.403  -4.128  -0.576
C  1.389  -4.246  0.354
C  0.854  -3.727  1.560
C  -0.419  -3.328  1.280
O  -0.701  -3.587  -0.020
C  -1.448  -2.643  2.126
N  -1.616  -1.211  1.935
C  -0.417  -0.411  2.031
C  0.373  -0.288  0.719
H  0.789  -1.253  0.430
H  1.202  0.409  0.860
C  -0.539  0.204  -0.411
N  0.188  0.211  -1.661
C  0.840  1.241  -2.259
C  1.494  0.728  -3.362
C  1.181  -0.634  -3.339
N  0.403  -0.935  -2.318
H  1.491  -1.396  -4.027
H  2.103  1.267  -4.055
N  0.771  2.532  -1.762
C  1.599  3.559  -2.094
O  2.488  3.490  -2.909
C  1.280  4.837  -1.320
C  1.088  4.610  0.180
O  -0.190  4.030  0.380
C  -0.581  3.678  1.645
C  0.208  3.792  2.781
C  -0.293  3.377  4.005
C  -1.567  2.852  4.109
C  -2.357  2.746  2.974
C  -1.870  3.155  1.749
H  -2.475  3.087  0.858
H  -3.355  2.340  3.044
H  -1.946  2.528  5.065
H  0.328  3.468  4.884
H  1.204  4.203  2.729
H  1.145  5.568  0.712
H  1.875  3.946  0.564
H  2.101  5.535  -1.483
H  0.367  5.274  -1.730
H  0.077  2.718  -1.047
C  -1.770  -0.692  -0.517
C  -2.464  -0.776  0.849
H  -3.323  -1.446  0.785
H  -2.831  0.222  1.120
H  -1.457  -1.680  -0.849
H  -2.462  -0.287  -1.257
H  -0.865  1.228  -0.187
H  0.223  -0.837  2.805
H  -0.721  0.592  2.352
H  -2.423  -3.107  1.959
H  -1.168  -2.795  3.174
H  1.354  -3.659  2.506
H  2.366  -4.649  0.191
H  0.363  -3.446  -2.580
H  -0.565  -4.942  -2.295
H  2.477  -5.978  -3.950
H  1.657  -4.438  -4.325

Values from the calculation:
Total charge: 0
2S+1: 1
LUMO energy: 0.023 Ha
E_HOMO: -7.97 eV



*two*
Entry from the OMol25 dataset: the molecule C24H30N4O4 (ωB97M-V/def2-TZVPD).

Positions of all 62 atoms, in Å:
C  -4.241  0.078  0.899
H  -4.166  -0.848  0.337
H  -5.265  0.192  1.247
H  -4.006  0.904  0.232
C  -3.292  0.080  2.097
N  -1.913  -0.057  1.675
C  -0.964  0.895  1.748
O  0.027  0.855  1.026
C  -1.099  2.002  2.799
H  -1.985  2.604  2.570
C  0.146  2.904  2.741
H  0.475  2.975  1.704
H  -0.100  3.906  3.095
C  1.271  2.314  3.616
N  1.153  0.878  3.731
C  1.593  -0.057  2.818
O  1.181  -1.203  2.855
N  2.571  0.366  1.956
C  2.916  -0.220  0.736
C  2.531  -1.505  0.364
C  2.882  -1.998  -0.880
C  3.634  -1.238  -1.759
C  4.037  0.032  -1.383
C  3.678  0.540  -0.150
H  3.985  1.539  0.130
H  4.627  0.636  -2.058
H  3.901  -1.630  -2.728
H  2.562  -2.990  -1.162
H  1.958  -2.106  1.048
H  2.845  1.334  2.017
C  -0.007  0.511  4.524
C  -1.206  1.425  4.219
H  -2.126  0.860  4.361
H  -1.226  2.266  4.916
H  0.252  0.572  5.588
H  -0.238  -0.529  4.285
H  1.194  2.708  4.636
H  2.250  2.613  3.240
C  -1.566  -1.327  1.048
H  -2.234  -2.089  1.454
H  -0.537  -1.565  1.336
C  -1.671  -1.391  -0.488
O  -2.559  -2.014  -1.034
N  -0.666  -0.727  -1.092
C  -0.359  -0.623  -2.447
C  -1.059  -1.297  -3.435
C  -0.682  -1.170  -4.771
C  0.397  -0.364  -5.114
C  1.087  0.309  -4.117
C  0.721  0.191  -2.795
H  1.264  0.714  -2.022
H  1.926  0.934  -4.386
H  0.710  -0.252  -6.140
O  -1.437  -1.877  -5.659
C  -1.114  -1.805  -7.024
H  -1.201  -0.782  -7.407
H  -0.104  -2.180  -7.220
H  -1.837  -2.441  -7.533
H  -1.896  -1.927  -3.187
H  -0.061  -0.190  -0.465
H  -3.417  1.015  2.641
H  -3.543  -0.750  2.768

Values from the calculation:
Total charge: 0
2S+1: 1
LUMO energy: 0.019 Ha
E_HOMO: -7.89 eV



Most stable one: *two*, least stable one: *one*.



*one*
Entry from the OMol25 dataset: the molecule C5H7FN2 (ωB97M-V/def2-TZVPD).

Positions of all 15 atoms, in Å:
C  1.743  -1.058  1.623
C  0.831  -0.351  0.684
C  0.334  1.045  0.840
C  -0.611  1.185  -0.205
C  -0.056  -0.902  -0.269
H  1.293  -1.395  2.719
H  2.263  -2.012  1.097
H  2.663  -0.534  1.703
H  0.828  1.849  1.420
H  -1.951  2.810  -0.364
H  -0.465  2.983  -1.133
H  -1.182  0.037  -1.803
N  -1.175  2.303  -1.009
N  -0.805  -0.020  -0.850
F  -0.337  -2.137  -0.740

Values from the calculation:
Total charge: 0
2S+1: 1
LUMO energy: 0.033 Ha
E_HOMO: -7.94 eV



*two*
Entry from the OMol25 dataset: the molecule C5H7FN2 (ωB97M-V/def2-TZVPD).

Positions of all 15 atoms, in Å:
C  1.866  -0.452  0.278
C  1.501  0.683  -0.420
C  0.026  0.875  -0.498
C  -0.919  1.366  0.571
C  -2.975  -0.814  0.118
H  1.271  -1.211  0.605
H  2.222  1.454  -0.924
H  -0.439  0.920  -1.467
H  -1.658  2.112  -0.059
H  -0.550  1.886  1.483
H  -3.105  -0.421  1.225
H  -3.574  -1.673  -0.345
N  -0.866  -0.092  0.259
N  -1.870  -0.736  -0.564
F  3.110  -0.802  0.147

Values from the calculation:
Total charge: 0
2S+1: 1
LUMO energy: 0.035 Ha
E_HOMO: -8.85 eV



Most stable one: *one*, least stable one: *two*.



*one*
Entry from the OMol25 dataset: a cluster of 12 separate species, C7H36NO11 in total (ωB97M-V/def2-TZVPD).

Positions of all 55 atoms, in Å:
C  1.756  2.920  1.174
C  1.531  1.444  0.761
C  0.113  1.465  0.161
C  -0.217  -0.051  -0.048
C  -0.807  -0.485  -1.164
C  -1.055  -1.898  -1.434
C  -1.810  -2.812  -0.793
N  2.484  0.899  -0.332
H  2.712  3.099  1.723
H  0.941  3.315  1.800
H  1.647  3.617  0.332
H  1.678  0.788  1.599
H  -0.497  1.928  0.904
H  0.031  1.961  -0.872
H  0.108  -0.687  0.788
H  -0.914  0.246  -1.925
H  -0.404  -2.229  -2.281
H  -1.881  -3.732  -1.353
H  -2.512  -2.590  -0.062
H  2.451  1.565  -1.097
H  1.929  0.064  -0.609
H  3.387  0.528  -0.019
H  -0.546  -1.440  3.014
H  0.143  -1.819  4.251
O  -0.038  -2.206  3.387
H  -1.644  2.498  -3.507
H  -2.458  1.310  -3.515
O  -1.700  1.672  -3.037
H  2.384  -1.749  1.406
H  3.619  -1.047  2.015
O  2.833  -0.865  1.467
H  0.231  0.937  -3.422
H  1.278  0.021  -2.543
O  1.071  0.848  -2.967
H  0.547  -5.713  -0.638
H  -0.656  -5.190  -1.486
O  0.364  -5.141  -1.345
H  -2.026  -0.706  3.254
H  -1.934  -0.093  1.792
O  -1.507  -0.248  2.643
H  3.712  -1.129  -2.268
H  3.382  -1.872  -1.070
O  2.948  -1.173  -1.621
H  0.983  -3.932  0.942
H  0.932  -3.219  2.222
O  1.438  -3.231  1.404
H  -0.655  4.514  -1.142
H  -1.181  3.221  -1.649
O  -0.439  3.527  -1.101
H  -4.231  1.325  1.563
H  -4.700  -0.139  1.891
O  -3.941  0.508  1.895
H  -2.367  3.293  0.335
H  -3.242  4.336  0.612
O  -3.269  3.548  -0.034

Values from the calculation:
Total charge: +1
2S+1: 1
LUMO energy: -0.084 Ha
E_HOMO: -11.72 eV



*two*
Entry from the OMol25 dataset: a cluster of 12 separate species, C7H36NO11 in total (ωB97M-V/def2-TZVPD).

Positions of all 55 atoms, in Å:
C  1.914  0.599  -0.849
C  0.576  0.016  -1.295
C  -0.532  0.946  -0.918
C  -1.421  0.664  0.047
C  -1.480  -0.576  0.818
C  -2.608  -1.002  1.402
C  -0.551  2.233  -1.643
N  3.015  -0.462  -0.932
H  1.876  1.030  0.227
H  2.223  1.516  -1.459
H  0.609  -0.107  -2.444
H  0.426  -0.991  -0.826
H  -2.244  1.367  0.345
H  -0.517  -1.100  0.916
H  -2.710  -1.878  2.008
H  -3.560  -0.429  1.364
H  0.285  2.857  -1.310
H  -0.427  2.107  -2.684
H  -1.456  2.787  -1.482
H  3.947  -0.015  -0.930
H  2.866  -1.084  -1.815
H  2.958  -1.071  -0.065
H  -1.144  -2.587  -2.052
H  -0.621  -4.155  -1.966
O  -0.350  -3.204  -1.740
H  -2.269  4.526  1.469
H  -2.705  3.385  0.503
O  -2.126  3.564  1.285
H  2.123  -0.805  1.987
H  2.809  -2.137  2.239
O  2.724  -1.442  1.625
H  0.458  1.819  1.861
H  -0.484  2.982  1.456
O  0.416  2.765  1.641
H  0.098  -3.215  -0.047
H  1.428  -2.821  0.634
O  0.591  -3.240  0.773
H  -0.625  -2.549  3.653
H  0.165  -2.524  2.292
O  0.090  -2.107  3.156
H  -4.681  2.848  -1.033
H  -3.647  1.777  -1.260
O  -3.765  2.687  -0.957
H  2.656  4.090  0.044
H  1.610  3.080  0.485
O  2.358  3.238  -0.122
H  1.267  0.746  3.496
H  0.417  -0.433  2.837
O  1.014  0.346  2.627
H  1.182  -2.748  -2.287
H  2.329  -2.921  -3.297
O  2.088  -2.467  -2.530
H  -3.337  -2.154  -2.578
H  -2.406  -1.630  -3.629
O  -2.465  -1.842  -2.694

Values from the calculation:
Total charge: +1
2S+1: 1
LUMO energy: -0.093 Ha
E_HOMO: -11.00 eV



Most stable one: *two*, least stable one: *one*.



*one*
Entry from the OMol25 dataset: a cluster of 2 separate species, C3H10OS2 in total (ωB97M-V/def2-TZVPD).

Positions of all 16 atoms, in Å:
C  1.894  -1.539  -0.959
C  1.259  -0.839  0.252
S  -0.476  -1.206  0.171
S  -0.982  0.903  -0.966
C  -0.314  1.893  0.281
H  2.891  -1.944  -0.732
H  2.155  -0.794  -1.712
H  1.368  -2.328  -1.500
H  1.665  -1.310  1.174
H  1.665  0.158  0.342
H  0.034  1.210  1.038
H  0.670  2.350  -0.013
H  -0.831  2.821  0.544
H  -3.352  0.753  1.128
H  -3.629  -0.226  0.064
O  -4.017  0.097  0.887

Values from the calculation:
Total charge: 0
2S+1: 1
LUMO energy: -0.039 Ha
E_HOMO: -8.92 eV



*two*
Entry from the OMol25 dataset: a cluster of 2 separate species, C3H10OS2 in total (ωB97M-V/def2-TZVPD).

Positions of all 16 atoms, in Å:
C  0.038  -0.147  2.418
S  1.371  0.921  2.833
S  0.575  2.860  3.024
H  -0.584  -0.203  3.310
H  -0.513  0.304  1.557
H  0.089  -1.168  2.056
H  1.642  3.592  3.565
C  -0.206  -1.254  -1.923
O  0.510  -1.023  -0.628
C  -0.869  -0.196  -2.689
H  -0.897  -2.023  -1.626
H  0.587  -1.620  -2.528
H  1.182  -0.354  -0.783
H  -1.634  0.169  -1.953
H  -1.260  -0.343  -3.724
H  -0.030  0.484  -2.909

Values from the calculation:
Total charge: 0
2S+1: 1
LUMO energy: 0.018 Ha
E_HOMO: -7.96 eV



*three*
Entry from the OMol25 dataset: a cluster of 2 separate species, C3H10OS2 in total (ωB97M-V/def2-TZVPD).

Positions of all 16 atoms, in Å:
C  -1.416  0.870  -2.070
C  0.004  0.575  -1.738
S  0.612  -0.800  -0.649
S  -0.817  -1.224  0.739
C  -0.358  -0.111  2.062
H  -1.936  1.098  -1.136
H  -1.935  -0.174  -2.153
H  -1.581  1.631  -2.787
H  0.555  0.442  -2.735
H  0.436  1.687  -1.525
H  0.729  -0.002  2.388
H  -0.723  0.952  1.953
H  -0.902  -0.289  3.012
H  1.628  1.219  1.616
H  2.549  2.400  1.488
O  1.884  1.928  1.116

Values from the calculation:
Total charge: 0
2S+1: 1
LUMO energy: 0.025 Ha
E_HOMO: -8.98 eV



Most stable one: *three*, least stable one: *two*.



*one*
Entry from the OMol25 dataset: a cluster of 4 separate species, C2H12N2O3 in total (ωB97M-V/def2-TZVPD).

Positions of all 19 atoms, in Å:
C  -2.193  1.480  -0.362
N  -0.793  0.999  -0.159
C  0.170  1.926  -0.360
N  1.436  1.783  -0.180
H  -2.150  2.573  -0.375
H  -2.732  1.210  0.562
H  -2.724  1.155  -1.278
H  -0.619  0.211  0.444
H  -0.206  2.834  -0.736
H  1.933  2.517  -0.660
H  0.481  -2.999  1.616
H  1.035  -1.847  0.846
O  0.277  -2.464  0.833
H  -0.121  -2.788  -2.133
H  -0.466  -2.473  -0.763
O  -0.885  -2.378  -1.662
H  1.725  0.396  0.828
H  2.118  0.238  2.345
O  1.813  -0.239  1.591

Values from the calculation:
Total charge: 0
2S+1: 1
LUMO energy: 0.032 Ha
E_HOMO: -9.28 eV



*two*
Entry from the OMol25 dataset: a cluster of 4 separate species, C2H12N2O3 in total (ωB97M-V/def2-TZVPD).

Positions of all 19 atoms, in Å:
C  -1.031  -3.272  -0.510
N  -0.516  -1.986  0.131
C  -1.030  -1.493  1.215
N  -1.308  -0.277  1.531
H  -1.477  -3.088  -1.521
H  -2.078  -3.585  -0.066
H  -0.259  -4.117  -0.357
H  -0.032  -1.229  -0.361
H  -1.347  -2.188  2.017
H  -1.422  -0.262  2.565
H  2.479  4.494  -0.383
H  1.433  3.512  -0.070
O  1.676  4.055  -0.808
H  1.138  0.838  -2.278
H  0.350  -0.384  -2.899
O  1.219  -0.076  -2.524
H  -0.070  1.191  1.032
H  0.568  1.769  2.281
O  0.336  1.956  1.354

Values from the calculation:
Total charge: 0
2S+1: 1
LUMO energy: 0.023 Ha
E_HOMO: -9.34 eV



Most stable one: *one*, least stable one: *two*.